Here is a molecular structure, C23H22I2MgN2O2PS from the Open Molecules 2025 dataset. Energies are from ωB97M-V/def2-TZVPD.

Geometry as XYZ:
```
54
Properties=species:S:1:pos:R:3:lowdin_charge:R:1
H 1.20066 -4.08207 5.22873 0.112
C 0.79636 -4.02914 3.12314 -0.061
C -2.26974 -3.00084 -1.60535 -0.055
C -1.22543 -1.37896 -0.15485 -0.276
I -1.28015 1.65484 5.86939 0.207
H 0.73699 -0.19568 3.51924 0.051
C 2.85593 -1.31649 0.01245 -0.070
O -1.95120 1.67347 -0.02938 -0.049
H 0.38843 -3.68856 1.05427 0.098
C 3.89816 -1.39257 -0.90465 -0.064
H -0.96466 4.92637 0.59976 0.063
H 4.48294 -1.20167 -2.95740 0.110
S 1.13155 3.24290 0.69896 0.610
H -4.45041 -0.52155 -0.83641 0.126
N 0.94506 2.65753 -1.90679 0.054
C -2.42413 -0.65617 -0.15056 -0.139
C -3.45819 -2.28266 -1.56577 -0.052
C -0.97166 3.77883 -2.62528 -0.075
C 0.55563 -3.22903 2.01917 -0.069
C 1.57800 -0.97031 -0.41127 -0.357
C -1.44476 4.84747 -0.37241 -0.023
H -2.20493 -3.91447 -2.18111 0.112
H -1.96878 3.34347 -2.69628 0.131
H 2.20300 -0.63066 -3.73215 0.109
H 1.16049 -1.62115 5.47759 0.107
H -1.53640 5.83639 -0.82115 0.103
O -2.30126 0.60747 1.85800 -0.038
C 3.67152 -1.13037 -2.24564 -0.071
Mg -0.63404 1.74529 1.54995 0.242
H 0.70967 3.21687 -3.93094 0.123
C -2.33324 0.63153 0.60006 -0.646
H -0.28901 1.84872 -3.41277 0.118
C 2.39153 -0.79852 -2.67789 -0.079
C 0.52286 -1.84101 2.15200 -0.354
C 1.35129 -0.71498 -1.76573 -0.123
H -0.22589 -3.09453 -0.98845 0.108
C 0.12741 2.80916 -3.10664 -0.096
C 0.98911 -2.07464 4.51026 -0.069
H 3.04387 -1.52451 1.05826 0.110
C -3.53469 -1.09768 -0.85041 -0.004
C 0.74523 -1.27414 3.40365 -0.105
H 0.81547 -5.10531 3.01397 0.112
H 4.88949 -1.66228 -0.56564 0.111
H -2.43427 4.40622 -0.25342 0.099
C 1.01256 -3.45289 4.36894 -0.063
C -1.15670 -2.54627 -0.91555 -0.082
H -0.96224 4.72661 -3.16400 0.131
H 0.34692 -0.48479 -2.10753 0.105
H 1.69824 1.99825 -1.79028 0.127
C 0.43506 3.31745 -0.86596 -0.770
P 0.21562 -0.71595 0.76096 1.115
I 0.08224 2.99701 4.03878 0.331
H -4.32540 -2.63760 -2.10634 0.113
N -0.63410 4.00160 -1.21952 -0.146
```

## Properties
- charge = +1
- energy relative to the best compared isomer or geometry (same formula, charge and spin) (eV) = 0.1108
- highest occupied orbital energy (Eh) = -0.4212
- spin multiplicity = 1
- lowest unoccupied orbital energy (eV) = -4.5317

Here is C23H22N2O2S in the gas phase from the Open Molecules 2025 dataset. Energies are from ωB97M-V/def2-TZVPD.

Geometry as XYZ:
```
50
Properties=species:S:1:pos:R:3:lowdin_charge:R:1
C -0.66019 0.59834 0.45146 -0.495
O 7.75807 0.00097 -0.95789 0.049
H 7.26750 -2.00492 -0.14102 0.086
H -1.74984 1.05100 2.25258 0.119
C 2.64448 -0.24014 1.87974 -0.015
H -4.60295 0.31986 1.73184 0.098
C -2.88225 2.45324 -0.23905 -0.029
H 0.21463 0.11891 2.21959 0.132
O -0.59980 0.77184 -0.74508 0.064
H 5.61486 1.68819 -1.95658 0.085
H 1.49805 0.42708 -1.22792 0.103
H -6.07619 3.39228 -0.83038 0.101
C 2.19151 0.19112 -0.43900 0.011
S -2.36421 -1.12241 1.63223 1.004
H 6.55541 -1.85033 1.47436 0.088
H -5.66526 -4.01382 -0.37831 0.103
C 6.33830 -1.84578 0.40408 -0.022
H -4.29506 -3.11971 1.46985 0.099
C -3.15336 -1.15950 -1.03990 -0.074
C -5.47528 1.82035 0.49382 -0.072
C -3.10697 1.40841 0.64895 -0.251
H 2.30043 -0.33242 2.90044 0.112
C 6.05612 1.67697 -0.96248 0.008
C -4.20074 -2.71719 0.47215 -0.119
H -2.44492 -0.37372 -1.24315 0.093
C -4.41319 1.11192 1.02234 -0.062
C -4.96521 -3.21329 -0.56611 -0.088
C -3.93695 -1.65522 -2.06742 -0.068
C -3.94865 3.15939 -0.76817 -0.072
C 3.97667 -0.44537 1.58764 -0.007
N 5.79442 -0.56942 -0.02081 -0.065
H -6.48310 1.57090 0.79064 0.104
C 3.52476 -0.02316 -0.72743 -0.007
H 3.86206 0.03548 -1.75027 0.121
C -1.95900 0.64595 1.25496 -0.400
H 5.30632 1.97656 -0.23631 0.079
H -3.75895 3.96309 -1.46402 0.103
C -4.84130 -2.67742 -1.83768 -0.090
C 4.43699 -0.32780 0.27866 -0.251
C -5.24685 2.84251 -0.41100 -0.087
H 5.63216 -2.64381 0.17581 0.098
C 6.61875 0.30491 -0.66653 -0.495
C 1.73777 0.08626 0.87262 -0.211
H -1.87766 2.71428 -0.52995 0.110
C -3.29842 -1.68786 0.23277 -0.521
N 0.40536 0.29310 1.24138 0.118
H -5.44678 -3.05758 -2.64675 0.100
H 6.88257 2.38359 -0.95885 0.086
H 4.66584 -0.68887 2.38112 0.115
H -3.82996 -1.23673 -3.05693 0.107
```

## Properties
- SMILES string = CC(=O)N(C)c1ccc(NC(=O)[C@H](Sc2ccccc2)c2ccccc2)cc1
- energy relative to the best compared isomer or geometry (same formula, charge and spin) (eV) = 0.0000
- highest occupied orbital energy (Eh) = -0.3052
- spin multiplicity = 1
- lowest unoccupied orbital energy (eV) = 0.3282

Here is 2 unconnected molecules or ions with the total composition C23H22N2O5PS2 in a non-equilibrium geometry from the Open Molecules 2025 dataset. Energies are from ωB97M-V/def2-TZVPD.

Geometry as XYZ:
```
55
Properties=species:S:1:pos:R:3:lowdin_charge:R:1
H 8.49223 1.09081 0.93822 -0.051
C 4.93742 -0.39405 -1.13414 0.020
C -3.82861 -0.08075 -1.62917 -0.036
H -4.36091 2.08843 -4.17580 0.092
C 2.23818 -2.75733 0.37683 -0.130
C -3.99374 1.70709 -3.23624 -0.101
O -8.33339 -1.58169 -0.81864 -0.050
C -7.36732 -1.42093 -0.07396 -0.832
C -0.59513 1.95234 3.06414 -0.073
H 2.58785 -3.41718 1.16560 0.123
H -2.49831 0.99666 2.91347 0.111
C -2.49331 -1.24858 0.58868 -1.057
H 1.60996 2.21511 0.54332 0.097
O 3.34830 -1.81830 -2.08271 0.140
S -1.73792 -2.37947 -0.58144 0.900
H 5.50755 -0.36961 -2.05041 0.123
C 4.44628 0.27009 1.18775 -0.404
H 0.79046 -1.41312 1.26369 0.099
C 0.70513 1.94294 1.06200 -0.086
H -2.99663 3.52181 -2.65935 0.094
N 8.03212 0.68136 0.13274 -0.307
H -0.17464 1.03258 -0.65544 0.114
H 0.39754 -2.78436 -1.40243 0.071
P 6.67546 1.44359 -0.10617 0.725
C -2.75405 2.00227 -1.18940 -0.039
O -6.12328 -1.95371 -0.53957 -0.048
H 6.40291 2.45353 0.82762 0.011
C -3.02185 0.69179 -0.79233 -0.209
H -4.91799 -0.20131 -3.46477 0.111
C -1.45801 0.90341 1.05194 -0.249
H 3.06777 -1.07080 2.27195 0.138
H 1.34646 2.82256 2.93605 0.098
C 0.04126 -2.05930 -0.67620 -0.477
H -4.09747 -1.08175 -1.33523 0.068
O 4.57782 1.10307 2.04803 0.087
C -4.30476 0.41507 -2.82896 -0.057
H -5.57648 -1.68691 0.21199 0.014
C 3.78913 -1.33212 -1.07816 -0.336
C 0.57675 2.28948 2.40084 -0.088
H 0.31110 -3.08175 1.20964 0.107
C -3.22907 2.50196 -2.39408 -0.095
H 2.30091 -3.30868 -0.55782 0.106
C -1.59370 1.26156 2.38971 -0.006
H -0.75164 2.22386 4.09496 0.100
H -2.15777 2.65515 -0.57161 0.103
N -2.55734 0.18643 0.45833 -0.078
H 6.56980 2.03252 -1.38275 0.002
C 0.78645 -2.29403 0.63089 -0.225
S -3.25618 -1.92446 1.83455 0.780
O -7.26166 -0.86416 1.04474 -0.089
H 0.23962 -1.09364 -1.12314 0.063
C -0.29333 1.26032 0.39012 -0.053
C 3.51259 -0.85614 1.31442 0.066
C 3.21041 -1.60982 0.25601 -0.125
C 5.23303 0.33813 -0.06828 -0.264
```

## Properties
- charge = -1
- energy relative to the best compared isomer or geometry (same formula, charge and spin) (eV) = 0.0000
- highest occupied orbital energy (Eh) = -0.1557
- spin multiplicity = 1
- lowest unoccupied orbital energy (eV) = -0.5232

Here is C23H22N2O5S in the gas phase from the Open Molecules 2025 dataset. Energies are from ωB97M-V/def2-TZVPD.

Geometry as XYZ:
```
53
Properties=species:S:1:pos:R:3:lowdin_charge:R:1
C -1.47212 -1.34943 -0.05376 -0.083
C 0.34484 0.21367 0.57532 0.061
H 3.16506 2.50450 -1.06216 0.069
H 5.82674 1.96738 -0.81021 0.109
H 8.41037 2.34278 -0.85135 0.103
H 3.99304 1.97688 1.24105 0.111
C -7.03736 2.15544 -1.80776 -0.092
C -5.78870 -2.05623 0.62108 -0.101
H 0.52012 -2.51807 -1.40930 0.114
H -8.08846 2.37521 2.05081 0.078
C -7.39024 2.31081 -0.47672 -0.046
C 3.06417 3.23432 -0.26268 -0.059
O -3.87248 -2.91836 -0.55135 0.074
C 3.06918 2.54644 1.09798 -0.228
C 7.94166 1.41451 -0.57860 -0.174
H -6.60535 1.52803 2.51314 0.085
H -7.87784 3.21891 -0.15307 0.110
H -6.12790 0.86149 -3.24988 0.105
H 3.88979 3.93886 -0.31883 0.077
O 4.68979 -1.80082 0.30255 0.115
H -4.13700 -0.40326 1.33505 0.150
H 2.99610 3.29306 1.89428 0.126
H -7.24903 2.93971 -2.51834 0.100
C -7.13216 1.32018 0.45410 -0.206
C 1.67117 0.63653 0.54658 -0.183
H -5.64353 -0.90865 -1.64385 0.110
H -8.07473 0.61044 2.23104 0.084
O 3.92488 0.25561 -0.27315 0.037
C -7.50212 1.47361 1.89664 -0.033
C 4.88955 -0.65816 -0.02166 -0.495
C -6.41263 0.99412 -2.21718 -0.080
O -6.27342 -0.79504 1.00640 -0.064
C -6.14145 -0.01352 -1.30490 -0.012
C -6.50271 0.14373 0.02448 -0.224
H 2.13026 3.77423 -0.40053 0.082
C 0.83432 -1.64303 -0.86209 -0.025
H -0.35968 0.78444 1.15727 0.122
C 6.21012 -0.05652 -0.17424 -0.430
C 8.63125 0.29552 -0.21600 -0.397
H 2.87379 -1.80285 -1.47584 0.125
C 2.15158 -1.24228 -0.90314 0.007
H -6.39397 -2.50580 -0.17508 0.141
C -4.31672 -2.06433 0.18379 -0.458
N -3.61754 -1.04177 0.74122 0.061
C -0.08771 -0.91753 -0.10703 -0.200
N -2.31517 -0.69223 0.64088 0.082
C 6.55188 1.21639 -0.55574 -0.096
H -5.87342 -2.68627 1.51332 0.145
H 9.69434 0.17321 -0.14920 0.064
O 1.92513 1.73659 1.30186 -0.027
S 7.60617 -1.02229 0.15946 1.098
C 2.58424 -0.12501 -0.19931 -0.147
H -1.72254 -2.24060 -0.62418 0.115
```

## Properties
- SMILES string = CCOc1cc(/C=N/NC(=O)COc2ccccc2C)ccc1OC(=O)c1cccs1
- energy relative to the best compared isomer or geometry (same formula, charge and spin) (eV) = 3.8238
- highest occupied orbital energy (Eh) = -0.3072
- spin multiplicity = 1
- lowest unoccupied orbital energy (eV) = 0.0693